Record 1
The following is a DFT calculation (ωB97M-V/def2-TZVPD) of one molecule with the formula C5H6S2 at a distorted geometry.

Properties
**Gap between HOMO and LUMO**: 8.611 eV
**SMILES string**: C#C[C@@H]1CCSS1
**Energy**: -26950.00382 eV
**Strongest force on any atom**: 3.5 eV Å⁻¹
**Energy relative to the best compared isomer or geometry (same formula, charge and spin)**: 1.921 eV
**HOMO energy**: -0.293 Eh

Each atom is followed by the atoms it is bonded to, with distances in Å.
Element x y z (Å)
1 S -1.95260 -1.59950 0.69553  S2 2.121, C3 1.886
2 S -0.13040 -1.98587 1.70955  S1 2.121, C5 1.818
3 C -1.28426 -0.12420 -0.27101  S1 1.886, C6 1.545, C7 1.542, H13 1.147
4 C -0.66788 -1.07235 -2.74962  C7 1.207, H12 1.110
5 C 0.86368 -0.63849 1.00183  S2 1.818, C6 1.508, H8 1.146, H11 1.071
6 C -0.13537 0.41996 0.60746  C3 1.545, C5 1.508, H9 1.162, H10 1.188
7 C -0.76229 -0.62342 -1.63369  C3 1.542, C4 1.207
8 H 1.54453 -0.41545 1.89564  C5 1.146
9 H 0.30300 1.34064 0.05117  C6 1.162
10 H -0.50391 0.87942 1.63874  C6 1.188
11 H 1.62183 -0.92794 0.30222  C5 1.071
12 H -0.28546 -1.62239 -3.63451  C4 1.110
13 H -2.08719 0.67971 -0.43090  C3 1.147



Record 2
The following is a DFT calculation (ωB97M-V/def2-TZVPD) of one molecule with the formula C5H6S2 at a distorted geometry.

Properties
**Gap between HOMO and LUMO**: 8.620 eV
**SMILES string**: S=C1C[C@@H]2S[C@@H]2C1
**Energy**: -26949.81460 eV
**Strongest force on any atom**: 4.2 eV Å⁻¹
**Energy relative to the best compared isomer or geometry (same formula, charge and spin)**: 2.110 eV
**HOMO energy**: -0.320 Eh

Each atom is followed by the atoms it is bonded to, with distances in Å.
Element x y z (Å)
1 S -0.33606 2.80028 -0.37894  C5 1.559
2 S 1.82964 -1.28085 0.08715  C3 1.926, C6 1.930
3 C 0.07369 -0.95895 0.80960  S2 1.926, C4 1.585, C6 1.487, H12 1.283
4 C 0.34425 0.57473 1.10167  C3 1.585, C5 1.504, H9 1.171, H13 1.069
5 C -0.00518 1.29095 -0.17327  S1 1.559, C4 1.504, C7 1.552
6 C 0.05197 -1.19344 -0.65831  S2 1.930, C3 1.487, C7 1.524, H10 1.156
7 C -0.30745 0.17943 -1.21325  C5 1.552, C6 1.524, H8 1.137, H11 1.101
8 H 0.04296 0.45690 -2.25916  C7 1.137
9 H -0.53429 1.01286 1.73987  C4 1.171
10 H -0.45625 -2.17549 -0.99614  C6 1.156
11 H -1.40223 0.06485 -1.21806  C7 1.101
12 H -0.63588 -1.54125 1.70582  C3 1.283
13 H 1.33483 0.76999 1.45303  C4 1.069



Record 3
The following is a DFT calculation (ωB97M-V/def2-TZVPD) of one molecule with the formula C5H6S3 at a distorted geometry.

Properties
**Gap between HOMO and LUMO**: 7.703 eV
**SMILES string**: S=C1[C@H]2SC[C@@H]1[C@@H]2S
**Energy**: -37784.62061 eV
**Strongest force on any atom**: 5.2 eV Å⁻¹
**Energy relative to the best compared isomer or geometry (same formula, charge and spin)**: 3.172 eV
**HOMO energy**: -0.315 Eh

Each atom is followed by the atoms it is bonded to, with distances in Å.
Element x y z (Å)
1 S 2.40869 1.13028 -1.55494  C8 1.722
2 S -2.26806 -0.90574 -0.31588  C7 1.772, H9 1.597
3 S 0.73474 -1.24190 1.43283  C4 1.802, C5 1.920
4 C 0.76805 -0.95461 -0.34614  S3 1.802, C7 1.606, C8 1.540, H11 1.018
5 C 0.15502 0.57610 1.64158  S3 1.920, C6 1.497, H12 1.174, H13 1.107
6 C 0.03888 0.93942 0.19377  C5 1.497, C7 1.676, C8 1.474, H14 1.127
7 C -0.65113 -0.29465 -0.70568  S2 1.772, C4 1.606, C6 1.676, H10 1.136
8 C 1.31167 0.48577 -0.39401  S1 1.722, C4 1.540, C6 1.474
9 H -2.42060 -1.70612 -1.68894  S2 1.597
10 H -0.59024 0.04828 -1.78709  C7 1.136
11 H 1.12691 -1.74525 -0.87828  C4 1.018
12 H -0.90802 0.59474 2.13941  C5 1.174
13 H 0.81452 1.18195 2.29205  C5 1.107
14 H -0.52041 1.89172 -0.02868  C6 1.127